# 1
This record from OMol25 describes a cluster of 2 separate species, C4H5NO3 in total at a distorted geometry. The level of theory is ωB97M-V/def2-TZVPD.

```
! wB97M-V def2-TZVPD RIJCOSX def2/J DEFGRID3
* xyz 0 3
C 1.086 -0.973 0.290
C 1.105 0.331 0.092
C -2.130 -0.227 0.415
C -2.238 -0.246 -0.863
N 1.034 1.461 -0.409
O 2.151 -1.803 0.124
O 1.248 2.683 0.212
O -1.900 -0.190 1.546
H 0.281 -1.663 0.522
H -1.954 0.538 -1.512
H -2.613 -0.953 -1.600
H 0.893 2.569 1.097
H 3.037 -1.527 0.087
*
```

Computed properties:
- ⟨S²⟩ = 2.021

=====

# 2
This record from OMol25 describes a structure of composition C33H26BF10N3O4S2SeSr. The level of theory is ωB97M-V/def2-TZVPD.

```
! wB97M-V def2-TZVPD RIJCOSX def2/J DEFGRID3
* xyz -2 1
Sr 1.824 -0.504 0.529
S 2.788 -1.737 3.195
C 4.113 -1.927 2.174
N 4.223 -1.549 0.913
C 5.446 -1.871 0.362
C 5.827 -1.614 -0.955
C 7.083 -2.004 -1.388
C 7.971 -2.649 -0.527
C 7.606 -2.912 0.786
C 6.347 -2.524 1.223
S 5.588 -2.723 2.774
H 5.131 -1.121 -1.622
H 7.378 -1.809 -2.412
H 8.949 -2.948 -0.883
H 8.290 -3.416 1.458
O -0.859 -0.394 0.468
C -1.494 -1.613 0.023
C -0.479 -2.814 -0.125
O -0.993 -3.889 -0.425
O 0.740 -2.553 0.080
C -2.457 -1.980 1.144
C -3.682 -2.587 0.893
C -4.513 -2.958 1.943
C -4.124 -2.734 3.258
C -2.898 -2.134 3.513
C -2.072 -1.756 2.465
C -2.208 -1.320 -1.296
C -2.061 -2.095 -2.442
C -2.708 -1.737 -3.619
C -3.511 -0.607 -3.669
C -3.660 0.172 -2.529
C -3.012 -0.184 -1.358
H -0.516 0.091 -0.311
H -3.977 -2.783 -0.130
H -5.465 -3.431 1.731
H -4.770 -3.029 4.077
H -2.578 -1.944 4.531
H -1.125 -1.278 2.679
H -1.444 -2.982 -2.407
H -2.571 -2.344 -4.506
H -4.004 -0.327 -4.592
H -4.265 1.070 -2.553
H -3.113 0.434 -0.476
C 2.731 2.080 -2.335
C 1.512 1.168 -2.520
O 1.023 0.675 -1.360
C 1.947 -0.033 -3.405
F 2.632 0.316 -4.524
F 2.777 -0.829 -2.691
F 0.914 -0.792 -3.804
C 0.420 1.959 -3.288
F -0.766 1.339 -3.287
F 0.235 3.179 -2.738
F 0.747 2.187 -4.590
H 3.534 1.500 -1.878
H 2.466 2.876 -1.645
H 3.091 2.502 -3.275
C -3.897 1.121 3.549
N -2.803 1.753 2.851
C -1.498 1.799 3.261
Se -0.809 1.154 4.821
N -0.824 2.484 2.308
C -1.672 2.858 1.281
C -1.446 3.548 0.106
C -2.552 3.795 -0.698
C -3.832 3.382 -0.325
C -4.050 2.678 0.855
C -2.941 2.413 1.640
H -3.507 0.709 4.476
H -4.314 0.316 2.942
H -4.672 1.860 3.769
H 0.177 2.621 2.307
H -0.448 3.855 -0.168
H -2.412 4.305 -1.642
H -4.670 3.595 -0.977
H -5.037 2.330 1.133
F 2.019 1.612 1.813
B 2.674 2.890 1.577
F 1.640 3.779 1.192
F 3.579 2.706 0.540
F 3.286 3.326 2.734
*
```

=====

Energy relative to the best compared isomer or geometry (same formula, charge and spin) for every record listed, in sequence, given in kcal/mol: 125.5, 0.0.